1.
Formula: C23H21N5O3S2
Source: the OMol25 dataset
Level of theory: ωB97M-V with the def2-TZVPD basis set

Results
* structure (SMILES): O=C(CSc1n[nH]c(-c2ccco2)n1)Nc1sc2c(c1C(=O)Nc1ccccc1)CCCC2
* total charge: 0
* orbital gap: 8.41 eV

Cartesian coordinates (Å):
O1 -1.322 3.835 2.623
C1 -1.884 2.877 2.129
C2 -3.389 2.731 2.086
S1 -4.090 3.318 0.495
C3 -3.733 1.951 -0.507
N1 -3.132 0.859 -0.060
N2 -3.032 0.082 -1.148
C4 -3.562 0.731 -2.206
C5 -3.617 0.204 -3.534
C6 -4.131 0.745 -4.686
C7 -3.903 -0.212 -5.697
C8 -3.272 -1.258 -5.093
O2 -3.093 -1.019 -3.786
N3 -4.027 1.910 -1.820
N4 -1.199 1.834 1.594
C9 0.175 1.840 1.539
S2 1.061 3.194 2.142
C10 2.555 2.417 1.703
C11 2.373 1.175 1.179
C12 0.988 0.821 1.095
C13 0.431 -0.458 0.614
O3 -0.547 -0.531 -0.112
N5 1.090 -1.546 1.110
C14 0.873 -2.902 0.856
C15 0.075 -3.357 -0.189
C16 -0.088 -4.716 -0.389
C17 0.539 -5.633 0.438
C18 1.341 -5.182 1.473
C19 1.510 -3.828 1.682
C20 3.525 0.392 0.614
C21 4.855 0.919 1.151
C22 4.927 2.436 1.012
C23 3.871 3.088 1.904
H1 -3.830 3.381 2.840
H2 -3.703 1.698 2.222
H3 -2.463 -0.751 -1.102
H4 -4.603 1.700 -4.773
H5 -4.170 -0.134 -6.731
H6 -2.912 -2.194 -5.472
H7 -1.712 1.119 1.062
H8 1.772 -1.356 1.832
H9 -0.407 -2.648 -0.839
H10 -0.709 -5.060 -1.202
H11 0.406 -6.692 0.276
H12 1.839 -5.888 2.121
H13 2.138 -3.478 2.490
H14 3.505 0.499 -0.477
H15 3.443 -0.674 0.827
H16 4.953 0.651 2.206
H17 5.677 0.450 0.607
H18 4.744 2.711 -0.028
H19 5.919 2.796 1.289
H20 4.168 2.998 2.955
H21 3.782 4.153 1.684

2.
Formula: C23H21N9RuS2
Source: the OMol25 dataset
Level of theory: ωB97M-V with the def2-TZVPD basis set

Results
* 2S+1: 2
* total charge: +1
* orbital gap (spin up / spin down): 6.82 / 6.67 eV

Cartesian coordinates (Å):
Ru1 0.025 0.284 0.374
C1 -0.415 1.476 -3.991
C2 -0.026 1.384 -2.547
N1 -0.100 0.216 -1.879
N2 -0.384 -0.881 -2.551
C3 -0.700 -1.970 -1.927
N3 -0.960 -3.101 -2.613
S1 -0.877 -2.080 -0.188
C4 0.464 2.506 -1.851
C5 0.518 3.800 -2.432
C6 1.131 4.828 -1.770
C7 1.711 4.576 -0.518
C8 1.578 3.310 0.020
N4 0.946 2.318 -0.581
H1 -0.709 0.494 -4.342
H2 0.429 1.825 -4.582
H3 -1.240 2.172 -4.147
H4 -0.795 -3.142 -3.604
H5 -1.095 -3.951 -2.095
H6 0.077 3.955 -3.402
H7 1.178 5.812 -2.210
H8 2.231 5.349 0.022
H9 2.013 3.096 0.986
S2 4.162 -0.853 1.658
C9 3.839 -1.693 0.190
C10 2.613 -1.405 -0.323
C11 1.874 -0.477 0.454
C12 2.610 -0.087 1.572
C13 2.105 0.851 2.530
C14 2.789 1.256 3.681
C15 2.203 2.176 4.524
C16 0.938 2.669 4.212
C17 0.328 2.226 3.051
N5 0.888 1.349 2.232
H10 4.584 -2.361 -0.196
H11 2.250 -1.841 -1.239
H12 3.763 0.843 3.885
H13 2.715 2.505 5.413
H14 0.446 3.390 4.845
H15 -0.639 2.609 2.747
N6 -2.810 -0.538 3.662
C18 -1.845 -1.147 4.414
C19 -0.705 -1.148 3.658
N7 -0.955 -0.557 2.470
C20 -2.231 -0.186 2.481
C21 -2.794 0.525 1.382
N8 -2.022 1.059 0.430
C22 -2.860 1.652 -0.462
C23 -4.152 1.482 -0.060
N9 -4.102 0.772 1.109
H16 -3.768 -0.407 3.942
H17 -2.031 -1.517 5.400
H18 0.267 -1.536 3.886
H19 -2.481 2.180 -1.316
H20 -5.080 1.799 -0.493
H21 -4.900 0.470 1.641

3.
Formula: C23H21NO3P
Source: the OMol25 dataset
Level of theory: ωB97M-V with the def2-TZVPD basis set

Results
* total charge: +1
* orbital gap: 7.63 eV

Cartesian coordinates (Å):
O1 1.228 1.034 0.412
C1 2.274 0.412 0.346
C2 2.850 -0.029 -0.993
C3 2.026 0.538 -2.183
P1 3.211 0.873 -3.537
N1 2.933 0.055 1.547
C4 4.324 -0.299 1.382
C5 5.309 0.642 1.597
C6 6.622 0.288 1.393
C7 6.960 -0.979 0.999
C8 5.987 -1.934 0.803
C9 4.677 -1.568 1.007
H1 3.900 0.272 -1.107
H2 2.813 -1.122 -1.036
H3 1.425 1.419 -1.942
H4 1.388 -0.262 -2.578
H5 3.941 -0.291 -3.837
H6 4.178 1.793 -3.091
H7 2.544 1.345 -4.677
H8 2.879 0.880 2.139
H9 5.086 1.655 1.923
H10 7.410 1.022 1.529
H11 7.991 -1.281 0.846
H12 6.227 -2.941 0.484
H13 3.854 -2.268 0.867
C10 -7.037 2.531 0.467
C11 -7.740 1.380 0.126
C12 -7.074 0.173 -0.008
C13 -5.700 0.113 0.188
C14 -4.991 1.274 0.509
C15 -5.666 2.479 0.657
C16 -3.513 1.240 0.676
O2 -2.894 2.246 0.957
C17 -2.805 -0.056 0.481
C18 -1.418 -0.093 0.578
C19 -0.751 -1.298 0.412
C20 -1.465 -2.466 0.158
C21 -2.845 -2.429 0.055
C22 -3.518 -1.224 0.206
C23 -5.001 -1.194 0.059
O3 -5.620 -2.212 -0.166
H14 -7.561 3.471 0.580
H15 -8.809 1.425 -0.034
H16 -7.622 -0.723 -0.268
H17 -5.120 3.375 0.918
H18 -0.869 0.810 0.780
H19 0.327 -1.332 0.485
H20 -0.941 -3.406 0.037
H21 -3.399 -3.336 -0.147

4.
Formula: C23H22BCeN12
Source: the OMol25 dataset
Level of theory: ωB97M-V with the def2-TZVPD basis set

Results
* total charge: +3
* orbital gap: 5.22 eV

Cartesian coordinates (Å):
Ce1 -0.335 0.608 -0.835
N1 -1.100 0.883 3.643
C1 -0.560 1.421 2.585
N2 -0.762 0.654 1.520
C2 -1.464 -0.415 2.014
N3 -1.683 -0.302 3.313
C3 -2.061 -1.438 1.208
C4 -2.873 -2.360 1.835
N4 -3.502 -3.240 1.074
C5 -3.306 -3.173 -0.250
C6 -2.517 -2.184 -0.866
N5 -1.875 -1.321 -0.125
H1 -1.029 1.212 4.574
H2 -0.012 2.409 2.627
H3 -2.935 -2.269 2.943
H4 -3.861 -3.842 -0.911
H5 -2.454 -2.059 -1.942
B1 -1.043 2.395 -3.066
N6 -1.124 0.901 -3.598
C7 -1.656 0.228 -4.604
C8 -1.122 -1.046 -4.677
C9 -0.192 -1.108 -3.636
N7 -0.176 0.095 -2.989
N8 -2.239 2.694 -2.204
C10 -3.204 3.589 -2.187
C11 -3.766 3.603 -0.886
C12 -3.027 2.696 -0.161
N9 -2.052 2.114 -0.954
H6 -0.089 2.425 -2.267
H7 -0.840 3.160 -3.943
H8 -2.350 0.716 -5.271
H9 -1.362 -1.848 -5.339
H10 0.453 -1.934 -3.326
H11 -3.390 4.245 -3.057
H12 -4.629 4.221 -0.641
H13 -3.121 2.412 0.865
C13 3.867 1.645 -1.239
C14 2.492 1.811 -1.206
N10 1.745 1.495 -0.149
C15 2.329 0.995 0.958
C16 3.700 0.844 1.065
C17 4.442 1.084 -0.101
C18 4.293 0.235 2.299
C19 4.071 -0.965 2.848
C20 3.014 -1.927 2.447
C21 2.711 -3.023 3.254
C22 1.656 -3.861 2.938
N11 0.834 -3.544 1.936
C23 1.229 -2.541 1.185
N12 2.232 -1.707 1.352
H14 4.388 1.937 -2.095
H15 2.062 2.385 -2.033
H16 1.687 0.811 1.809
H17 5.514 0.929 -0.133
H18 5.046 0.825 2.770
H19 4.599 -1.260 3.705
H20 3.298 -3.253 4.169
H21 1.392 -4.772 3.435
H22 0.660 -2.284 0.319

5.
Formula: C23H22CdI2NO6Si
Source: the OMol25 dataset
Level of theory: ωB97M-V with the def2-TZVPD basis set

Results
* total charge: -1
* orbital gap: 8.00 eV

Cartesian coordinates (Å):
Cd1 0.604 1.487 1.050
O1 0.418 7.784 0.590
C1 0.459 6.427 0.656
C2 1.657 5.726 0.655
C3 1.605 4.348 0.722
N1 0.442 3.708 0.780
C4 -0.712 4.375 0.813
C5 -0.751 5.750 0.739
C6 -1.980 3.543 0.997
O2 -3.046 4.050 0.699
O3 -1.785 2.351 1.461
C7 2.885 3.501 0.791
O4 3.941 4.095 0.620
O5 2.707 2.255 1.000
H1 1.321 8.118 0.563
H2 2.625 6.208 0.615
H3 -1.698 6.269 0.759
C8 0.175 -4.571 0.044
C9 0.272 -3.343 0.952
C10 1.694 -3.258 1.521
C11 -0.722 -3.484 2.110
Si1 -0.099 -1.723 0.056
O6 0.130 -0.506 1.090
C12 -1.873 -1.709 -0.573
C13 -2.428 -2.657 -1.443
C14 -3.748 -2.570 -1.864
C15 -4.547 -1.522 -1.425
C16 -4.020 -0.569 -0.566
C17 -2.699 -0.664 -0.142
C18 1.080 -1.526 -1.404
C19 2.342 -0.969 -1.155
C20 3.266 -0.773 -2.174
C21 2.947 -1.136 -3.475
C22 1.701 -1.682 -3.751
C23 0.780 -1.869 -2.726
H4 0.499 -5.465 0.593
H5 0.810 -4.481 -0.842
H6 -0.849 -4.754 -0.289
H7 1.902 -4.143 2.137
H8 1.824 -2.373 2.146
H9 2.447 -3.226 0.729
H10 -0.505 -4.394 2.685
H11 -1.753 -3.552 1.753
H12 -0.662 -2.633 2.792
H13 -1.826 -3.483 -1.806
H14 -4.152 -3.317 -2.537
H15 -5.576 -1.448 -1.756
H16 -4.630 0.258 -0.223
H17 -2.308 0.093 0.527
H18 2.605 -0.666 -0.147
H19 4.228 -0.329 -1.950
H20 3.663 -0.982 -4.274
H21 1.441 -1.952 -4.767
H22 -0.196 -2.271 -2.972
I1 -0.644 2.029 3.642
I2 0.742 1.626 5.972

6.
Formula: C23H22Cl2MoN5O5S2SeSi
Source: the OMol25 dataset
Level of theory: ωB97M-V with the def2-TZVPD basis set

Results
* 2S+1: 3
* total charge: -1
* orbital gap (spin up / spin down): 6.79 / 6.45 eV

Cartesian coordinates (Å):
Mo1 -0.489 -0.100 -0.454
Cl1 0.258 6.580 -1.951
C1 -0.482 5.031 -1.696
C2 0.132 4.140 -0.823
C3 -0.447 2.903 -0.621
N1 0.005 1.893 0.237
C4 0.451 2.182 1.460
O1 0.760 3.270 1.941
C5 0.494 0.944 2.301
C6 0.942 0.975 3.611
C7 0.909 -0.192 4.350
C8 0.441 -1.353 3.748
C9 0.032 -1.304 2.431
N2 0.041 -0.172 1.723
C10 -1.639 2.551 -1.273
C11 -2.252 3.446 -2.134
C12 -1.660 4.687 -2.342
Cl2 -2.434 5.794 -3.431
N3 -2.073 1.264 -0.935
C13 -3.368 0.921 -0.929
O2 -4.339 1.601 -1.243
C14 -3.563 -0.472 -0.405
C15 -4.831 -1.023 -0.350
C16 -4.974 -2.323 0.089
C17 -3.839 -3.034 0.451
C18 -2.610 -2.415 0.366
N4 -2.471 -1.148 -0.034
H1 1.040 4.413 -0.310
H2 1.298 1.918 4.000
H3 1.248 -0.204 5.378
H4 0.411 -2.292 4.283
H5 -0.282 -2.189 1.901
H6 -3.178 3.194 -2.626
H7 -5.660 -0.412 -0.678
H8 -5.952 -2.786 0.134
H9 -3.898 -4.064 0.775
H10 -1.697 -2.947 0.587
C19 1.281 -4.150 -0.630
C20 0.371 -3.011 -1.057
N5 0.254 -1.972 -0.379
H11 1.094 -5.067 -1.189
H12 1.152 -4.338 0.436
H13 2.313 -3.837 -0.801
O3 -2.877 -2.043 -2.729
S1 -1.547 -1.753 -3.200
O4 -1.359 -1.688 -4.618
O5 -0.932 -0.599 -2.503
S2 -0.364 -3.421 -2.648
C21 3.837 1.884 0.639
Si1 3.447 0.227 -0.178
C22 5.016 -0.296 -1.093
C23 3.135 -1.051 1.189
Se1 1.814 0.306 -1.729
H14 4.701 1.784 1.303
H15 3.006 2.281 1.224
H16 4.080 2.626 -0.125
H17 5.888 -0.230 -0.436
H18 5.191 0.340 -1.963
H19 4.929 -1.326 -1.448
H20 4.052 -1.618 1.381
H21 2.354 -1.752 0.893
H22 2.840 -0.575 2.129

7.
Formula: C23H22ClF4N2NiSe
Source: the OMol25 dataset
Level of theory: ωB97M-V with the def2-TZVPD basis set

Results
* 2S+1: 3
* total charge: -1
* orbital gap (spin up / spin down): 6.84 / 7.34 eV

Cartesian coordinates (Å):
Ni1 0.468 0.348 -0.883
C1 -2.275 0.415 0.200
N1 -1.660 0.378 -1.129
C2 -2.187 -0.765 -1.874
C3 -1.918 1.627 -1.868
C4 -0.945 2.730 -1.493
N2 0.398 2.205 -1.633
C5 1.457 3.032 -1.572
C6 2.755 2.465 -1.653
F1 2.846 1.121 -1.781
C7 3.909 3.201 -1.611
F2 5.093 2.561 -1.700
C8 3.897 4.580 -1.485
C9 2.651 5.164 -1.400
F3 2.564 6.505 -1.268
C10 1.478 4.440 -1.440
F4 0.321 5.143 -1.332
H1 -3.370 0.475 0.119
H2 -1.900 1.274 0.753
H3 -2.002 -0.485 0.750
H4 -3.271 -0.662 -2.022
H5 -1.994 -1.681 -1.326
H6 -1.696 -0.833 -2.843
H7 -2.954 1.955 -1.702
H8 -1.799 1.406 -2.931
H9 -1.142 3.078 -0.469
H10 -1.144 3.573 -2.161
H11 4.806 5.159 -1.446
Cl1 -0.070 -3.479 -3.378
C11 -0.406 -3.601 -1.660
C12 -1.286 -4.597 -1.261
C13 -1.619 -4.733 0.076
C14 -1.051 -3.854 0.995
C15 -0.176 -2.872 0.578
C16 0.192 -2.695 -0.771
C17 1.067 -1.604 -1.176
H12 -1.705 -5.257 -2.009
H13 -2.305 -5.507 0.393
H14 -1.296 -3.928 2.049
H15 0.241 -2.186 1.304
H16 1.862 -1.418 -0.447
H17 1.532 -1.731 -2.152
Se1 1.118 1.169 1.389
C18 0.585 -0.063 2.749
C19 1.461 -1.047 3.216
C20 1.078 -1.935 4.211
C21 -0.190 -1.857 4.772
C22 -1.063 -0.871 4.333
C23 -0.678 0.018 3.340
H18 2.448 -1.117 2.776
H19 1.775 -2.694 4.545
H20 -0.491 -2.553 5.545
H21 -2.052 -0.791 4.769
H22 -1.358 0.795 3.015

8.
Formula: C23H22FN2SeV
Source: the OMol25 dataset
Level of theory: ωB97M-V with the def2-TZVPD basis set

Results
* total charge: +2
* orbital gap (spin up / spin down): 6.13 / 6.13 eV

Cartesian coordinates (Å):
C1 3.067 1.380 -1.933
H1 3.829 0.789 -2.460
H2 3.569 2.153 -1.333
H3 2.426 1.856 -2.690
C2 2.294 0.418 -1.077
C3 2.617 -0.950 -1.110
H4 3.496 -1.248 -1.664
C4 1.829 -1.949 -0.545
C5 2.284 -3.386 -0.534
H5 2.443 -3.780 0.484
H6 3.233 -3.431 -1.084
H7 1.535 -4.022 -1.038
C6 -0.095 -2.606 0.759
C7 -1.170 -3.325 0.283
C8 -1.672 -4.413 0.996
H8 -2.467 -5.019 0.543
C9 -1.141 -4.738 2.259
H9 -1.515 -5.629 2.770
C10 -0.150 -3.955 2.829
H10 0.205 -4.179 3.829
C11 0.465 -2.825 2.117
C12 0.706 2.129 -0.321
C13 -0.018 2.461 -1.484
C14 -0.405 3.775 -1.700
H11 -1.062 3.985 -2.552
C15 -0.027 4.776 -0.813
H12 -0.376 5.787 -0.964
C16 0.778 4.472 0.292
H13 1.084 5.261 0.977
C17 1.108 3.146 0.571
C18 -2.883 0.715 -1.292
H14 -3.209 0.232 -2.218
C19 -3.435 1.896 -0.829
H15 -4.184 2.383 -1.471
C20 -3.078 2.475 0.409
H16 -3.538 3.408 0.693
C21 -2.237 1.758 1.251
C22 -1.877 0.508 0.889
H17 -1.824 2.064 2.231
C23 -1.907 0.020 -0.479
H18 -1.727 -1.028 -0.725
N1 0.602 -1.700 -0.079
N2 1.335 0.838 -0.245
V1 -0.161 -0.028 0.482
H19 1.561 -2.935 2.125
H20 -1.556 -3.059 -0.714
H21 -0.199 1.668 -2.226
H22 1.734 2.884 1.430
F1 -0.464 1.798 2.648
Se1 0.179 -0.831 2.715

9.
Formula: C23H22IN4O4Ru
Source: the OMol25 dataset
Level of theory: ωB97M-V with the def2-TZVPD basis set

Results
* 2S+1: 2
* total charge: 0
* orbital gap (spin up / spin down): 6.83 / 5.56 eV

Cartesian coordinates (Å):
Ru1 0.090 0.693 0.965
O1 2.685 -0.572 3.981
C1 2.101 -0.286 2.946
O2 1.378 0.733 2.706
C2 2.211 -1.265 1.772
C3 3.043 -2.394 1.929
C4 3.063 -3.349 0.964
C5 2.236 -3.198 -0.171
C6 2.182 -4.163 -1.204
C7 1.377 -3.974 -2.290
C8 0.594 -2.805 -2.390
C9 0.626 -1.855 -1.408
C10 1.444 -2.032 -0.271
N1 1.456 -1.060 0.707
H1 3.624 -2.454 2.837
H2 3.690 -4.228 1.054
H3 2.794 -5.052 -1.116
H4 1.342 -4.715 -3.078
H5 -0.035 -2.653 -3.259
H6 0.049 -0.947 -1.476
I1 1.401 2.891 0.241
C11 0.109 3.126 -1.387
C12 0.301 4.214 -2.188
C13 -0.533 4.403 -3.305
C14 -1.509 3.490 -3.572
C15 -1.704 2.353 -2.749
C16 -2.708 1.414 -3.086
C17 -2.867 0.308 -2.312
C18 -2.051 0.105 -1.178
C19 -1.056 0.968 -0.741
C20 -0.888 2.136 -1.597
H7 1.088 4.925 -1.972
H8 -0.387 5.264 -3.945
H9 -2.155 3.613 -4.433
H10 -3.320 1.588 -3.963
H11 -3.617 -0.433 -2.565
H12 -2.231 -0.831 -0.657
N2 -1.175 -0.860 1.616
C21 -1.380 -0.898 3.077
C22 -2.190 0.312 3.512
C23 -1.473 1.645 3.381
N3 -1.228 2.020 1.969
H13 -2.081 -0.796 1.161
H14 -0.762 -1.734 1.298
H15 -0.401 -0.898 3.558
H16 -1.903 -1.813 3.371
H17 -2.481 0.179 4.555
H18 -3.123 0.344 2.933
H19 -0.496 1.595 3.861
H20 -2.067 2.422 3.871
H21 -0.774 2.932 1.973
H22 -2.099 2.164 1.461
O3 4.128 -0.856 -1.601
N4 3.252 -0.230 -2.103
O4 2.429 0.512 -1.684